Formula: C2H8NS
Source: the Open Molecules 2025 dataset
Level of theory: ωB97M-V with the def2-TZVPD basis set

```
12
Properties=species:S:1:pos:R:3:forces:R:3
S 0.81193 -0.54671 0.12095 -0.121 0.185 0.066
N -1.10924 -1.10614 -2.82277 -0.079 -0.068 -0.208
C -0.25120 0.81121 0.77676 0.268 -1.251 0.174
C 0.26927 1.35983 2.09256 0.083 0.625 -0.485
H -0.76927 -0.80053 -1.90763 0.291 -0.086 0.019
H -1.23851 0.36588 0.96068 -0.038 0.368 -0.207
H -0.44687 2.07261 2.53384 0.118 -0.157 0.150
H -1.87966 -0.50871 -3.10067 -0.066 -0.136 0.096
H -0.29422 1.57243 0.01582 -0.329 0.481 -0.194
H 1.21348 1.89243 1.91448 -0.097 -0.158 0.151
H 0.46469 0.51832 2.74309 0.014 -0.058 0.397
H -1.45139 -2.05780 -2.71690 -0.045 0.255 0.043
```
Positions in Å, forces in eV/Å.

Total charge: -1
HOMO energy in Ha: -0.0843
Relative energy (zero: lowest compared OMol25 entry of this formula, charge and spin) in kJ/mol: 13.7
Frontier orbital gap in eV: 6.80

The computed Löwdin charges, all in e, follow: 0.09, -0.02, -0.83, -0.27, -0.10, 0.02, 0.05, -0.02, 0.01, 0.05, 0.03, -0.02

=====

Formula: C50H56AuN5O2P2SSi2
Source: the Open Molecules 2025 dataset
Level of theory: ωB97M-V with the def2-TZVPD basis set

```
119
Properties=species:S:1:pos:R:3:forces:R:3
Au -0.39331 -0.15839 -0.76814 0.256 -0.252 0.243
S -1.77409 -0.91822 -2.54210 -0.004 -0.139 0.042
P -0.32735 0.00754 2.18100 0.282 0.136 -0.045
P 2.30424 -0.69977 0.14110 -0.099 0.039 0.311
Si -3.28155 -0.77834 1.83307 -0.073 -0.071 0.036
Si 2.44162 -1.61995 -2.81703 -0.008 -0.229 0.028
O -1.29252 4.73588 -2.86435 -0.057 0.013 -0.082
O -1.52245 2.26248 -1.22837 -0.114 0.032 0.091
N -2.73549 -3.34749 -2.78912 -0.053 0.056 -0.018
N -0.03423 2.46289 -3.74472 0.087 0.045 -0.028
N -1.22139 -3.03934 -0.98854 0.022 0.128 0.072
N -1.62722 -0.50685 1.48842 -0.026 0.216 -0.080
N 1.84061 -1.02226 -1.32397 0.172 0.439 -0.185
C -2.54460 2.22441 -1.94927 0.033 -0.033 0.001
C 2.10749 -3.35541 0.71080 -0.021 -0.016 0.016
C -4.86751 1.79530 -3.56563 0.018 -0.013 -0.010
C 1.08116 -1.76158 3.89132 -0.013 -0.004 0.022
C 3.48578 -4.59638 2.24038 0.016 0.011 0.005
C 3.63530 0.49637 0.41668 0.055 -0.021 -0.023
C 3.94913 -2.27180 1.83342 0.001 -0.005 -0.030
C -1.44369 -4.29345 -0.61993 -0.018 -0.022 -0.006
C 2.28350 3.60757 -1.11771 -0.008 -0.015 0.005
C 2.66295 -0.21329 -4.03952 -0.007 -0.023 0.034
C -4.06647 0.74851 2.60653 -0.014 0.000 -0.013
C 5.73439 2.24521 0.94056 0.008 -0.003 -0.017
C -2.09045 5.75721 -2.29585 -0.003 -0.029 0.019
C -2.30975 -5.13528 -1.29101 0.001 -0.009 -0.013
C 0.37591 -2.20648 6.14742 -0.011 -0.002 0.000
C 0.43132 5.14175 -1.20969 0.006 -0.007 -0.030
C 0.41397 2.22877 3.76717 0.015 0.010 -0.034
C 1.25253 -2.86581 -3.53628 -0.001 -0.015 0.037
C 2.41317 -4.54169 1.35857 -0.009 0.007 -0.018
C -0.82609 4.03226 2.06174 0.029 -0.030 0.009
C -4.96772 2.03582 -2.16262 0.021 0.014 0.031
C -1.26689 2.08836 -4.08061 -0.007 -0.063 -0.118
C -2.93530 -4.60658 -2.41632 0.019 0.016 0.027
C 3.49613 1.48723 1.38366 0.034 -0.022 0.046
C 2.87084 -2.21272 0.95499 0.022 0.005 0.010
C -0.90026 2.67294 1.79575 -0.047 0.008 0.012
C 0.89775 -0.02566 0.92581 -0.410 -0.409 -0.352
C -3.87900 -5.41280 -3.25659 -0.009 -0.012 0.001
C -0.66576 -1.29755 5.99801 0.000 0.002 -0.005
C -0.14902 4.39818 -2.22889 0.037 0.001 -0.020
C -2.46136 2.08235 -3.38972 -0.058 0.047 0.045
C 4.09796 -2.49881 -2.60874 0.024 0.024 -0.039
C -3.48783 -2.22813 3.01399 -0.023 0.005 -0.023
C 5.87574 1.26343 -0.03384 0.000 0.009 0.010
C -0.13652 4.49252 3.17443 -0.013 0.020 -0.020
C 4.83285 0.38731 -0.28894 -0.051 0.020 -0.026
C -3.64479 1.80584 -4.14611 -0.036 0.029 -0.006
C 1.24719 -2.43594 5.09547 0.014 0.006 -0.008
C 0.48694 3.58996 4.02562 0.014 -0.015 0.018
C 4.25694 -3.46553 2.47220 -0.004 -0.003 -0.004
C 4.54827 2.35416 1.65049 -0.046 0.014 -0.018
C 1.69226 2.84894 -2.11623 -0.021 0.023 -0.005
C -0.82966 -0.62618 4.79903 0.027 0.013 0.010
C -3.87298 2.24379 -1.38886 -0.088 0.039 -0.028
C -0.28628 1.76279 2.65359 -0.007 -0.012 0.047
C 1.64383 4.74645 -0.66183 0.009 0.010 0.036
C -1.91321 -2.59423 -2.04887 0.052 -0.021 -0.100
C -4.19506 -1.19827 0.26026 0.037 0.000 -0.017
C 0.48357 3.23136 -2.66955 0.075 0.016 0.084
C 0.04597 -0.85133 3.73363 -0.055 0.002 0.026
H 4.13387 -3.08835 -1.68982 -0.011 -0.006 0.020
H -0.08274 5.55474 3.37974 0.000 -0.006 0.002
H 3.72412 -5.52451 2.74425 0.000 0.001 -0.002
H -4.53364 -2.54746 3.04507 0.009 0.010 0.015
H -3.94038 -2.20614 -0.07981 0.015 0.016 0.007
H 0.90186 1.53095 4.43655 0.000 -0.009 0.004
H -1.64209 0.08409 4.68976 0.000 -0.001 -0.010
H -3.17581 -1.99861 4.03450 0.013 0.008 -0.005
H -0.90128 -4.63859 0.25729 0.008 0.007 -0.009
H -1.58724 6.72649 -2.33357 0.001 0.006 -0.008
H -5.75800 1.59402 -4.14410 0.003 -0.003 -0.004
H -0.05132 6.03869 -0.84959 -0.016 -0.003 0.005
H -2.89089 -3.07551 2.66583 -0.008 0.009 -0.007
H 3.22761 3.29652 -0.69523 0.034 -0.009 0.021
H -5.94874 2.02490 -1.70144 0.000 -0.005 0.010
H 2.15363 1.93035 -2.45545 -0.006 -0.006 0.012
H -2.47948 -6.15277 -0.96843 0.000 0.004 -0.002
H 0.66897 2.21827 -4.42466 0.015 -0.003 0.019
H -3.95465 2.38141 -0.31728 0.003 -0.003 -0.008
H 6.80137 1.17672 -0.58802 0.000 0.004 0.000
H 4.54375 -1.38752 2.02600 0.003 0.014 0.001
H -3.87107 -6.46485 -2.97543 -0.001 0.003 -0.001
H -2.34880 5.51644 -1.26126 0.008 -0.007 0.006
H 1.02503 3.94417 4.89594 0.000 0.003 -0.003
H -1.30411 1.70288 -5.09660 -0.019 0.020 0.026
H -3.94686 -0.50934 -0.55007 -0.022 -0.007 0.017
H 4.95690 -1.82345 -2.61609 -0.025 0.004 0.019
H 1.76335 -1.95401 3.07924 0.015 -0.011 -0.049
H 0.50347 -2.73396 7.08413 0.001 0.002 -0.001
H 3.05919 -0.55732 -4.99799 -0.017 -0.033 0.023
H 0.99329 -3.62320 -2.79124 0.017 0.009 -0.012
H -3.66075 0.97000 3.59785 0.017 -0.012 -0.018
H 2.06107 -3.14211 5.20137 -0.004 -0.003 0.005
H 1.68534 0.24036 -4.21695 -0.016 0.017 -0.027
H 1.27212 -3.29143 0.02043 -0.025 -0.017 0.005
H -1.35092 -1.11457 6.81579 0.003 -0.003 0.002
H 3.33887 0.55016 -3.64704 0.021 0.003 -0.034
H -2.99692 5.79535 -2.89351 -0.004 0.005 0.000
H -3.54129 1.61765 -5.20957 -0.001 0.001 0.012
H -4.89202 -5.02458 -3.14041 0.004 0.000 -0.004
H 0.32317 -2.39466 -3.86044 0.001 0.008 0.007
H -3.61259 -5.31408 -4.30818 0.004 0.001 0.000
H -5.27623 -1.16661 0.42403 0.010 -0.001 0.012
H 4.95057 -0.38926 -1.03488 -0.014 0.011 -0.006
H 5.09821 -3.51143 3.15188 -0.001 -0.002 0.000
H 6.55083 2.92659 1.14322 0.001 -0.004 -0.002
H 2.08572 5.34009 0.12828 0.000 -0.003 0.008
H 1.70634 -3.37519 -4.39096 -0.016 0.023 -0.012
H -5.14656 0.61480 2.71492 0.011 0.003 0.008
H 4.23371 -3.19029 -3.44517 0.013 0.008 0.008
H -3.89755 1.62995 1.98232 -0.005 -0.015 0.005
H -1.30344 4.72951 1.38605 -0.010 0.029 -0.016
H 2.56215 1.58706 1.92573 0.003 0.004 -0.006
H 4.43147 3.12178 2.40499 0.003 -0.002 -0.001
H -1.41655 2.33036 0.90616 0.014 -0.021 0.011
H 1.81641 -5.42651 1.17571 0.004 0.003 0.001
```
Positions in Å, forces in eV/Å.

⟨S²⟩: 2.010
HOMO energy (spin up / spin down) in Ha: -0.2626 / -0.2680
Relative energy (zero: lowest compared OMol25 entry of this formula, charge and spin) in kJ/mol: 0.0
Frontier orbital gap (spin up / spin down) in eV: 7.19 / 6.04
2S+1: 3

These are the Löwdin partial charges, in e, on atoms 1 to 99: 0.80, 0.63, 0.67, 0.68, 0.31, 0.31, -0.08, -0.09, 0.10, 0.13, 0.04, -0.26, -0.28, -0.42, -0.08, -0.09, -0.06, -0.08, -0.30, -0.08, -0.15, -0.07, -0.18, -0.17, -0.08, -0.06, -0.03, -0.08, -0.02, -0.09, -0.18, -0.07, -0.07, -0.07, -0.04, -0.34, -0.08, -0.31, -0.07, -0.35, -0.04, -0.08, -0.24, -0.21, -0.18, -0.18, -0.07, -0.08, -0.07, -0.05, -0.07, -0.08, -0.08, -0.08, -0.01, -0.11, -0.02, -0.29, -0.07, -0.81, -0.17, -0.17, -0.28, 0.02, 0.10, 0.10, 0.03, 0.02, 0.10, 0.10, 0.01, 0.10, 0.09, 0.10, 0.10, 0.02, 0.09, 0.11, 0.08, 0.10, 0.14, 0.10, 0.11, 0.11, 0.07, 0.10, 0.10, 0.14, -0.01, 0.01, 0.07, 0.10, 0.03, 0.02, 0.02, 0.10, 0.00, 0.08, 0.11

=====

Formula: C6H11BO
Source: the Open Molecules 2025 dataset
Level of theory: ωB97M-V with the def2-TZVPD basis set

```
19
Properties=species:S:1:pos:R:3:forces:R:3
O 2.40591 -2.67882 0.93446 0.522 -1.548 0.850
C -0.51419 -0.54624 -0.63077 2.247 1.105 1.143
C -1.36258 -1.01909 0.50302 -1.703 1.075 -1.767
C 1.04699 0.73422 0.58498 1.132 0.593 -0.311
C -0.75675 0.96670 -1.10349 1.980 -2.120 0.471
C 0.99505 -0.65961 -0.15397 -2.382 1.630 0.717
C -0.12899 1.63504 0.13208 1.141 1.050 -2.016
B 1.53513 -1.95257 0.57505 -0.277 2.710 -1.351
H -0.11744 1.18351 -2.04081 -1.273 -0.399 1.318
H -0.58391 -1.20475 -1.39151 -0.728 -2.134 -2.831
H -1.32490 -0.32527 1.29901 -0.411 0.799 0.952
H 0.21584 2.69614 -0.18920 -0.677 -1.616 1.278
H 1.16784 0.69938 1.66132 -0.370 -0.239 0.243
H 1.58183 -0.54805 -1.03012 0.924 -0.180 -0.832
H -1.06310 -1.94211 0.91291 0.205 -1.389 0.117
H -0.82414 1.56979 0.90767 -1.320 0.954 1.145
H -1.82427 1.13974 -1.24614 0.207 0.258 -0.157
H -2.34950 -1.05619 0.00435 -0.132 -0.291 1.193
H 1.90119 1.30816 0.27114 0.916 -0.259 -0.161
```
Positions in Å, forces in eV/Å.

HOMO energy in Ha: -0.3991
Relative energy (zero: lowest compared OMol25 entry of this formula, charge and spin) in kJ/mol: 33.1
Frontier orbital gap in eV: 11.39

The computed Löwdin charges, all in e, follow: 0.16, -0.35, -0.06, -0.15, -0.11, -0.15, -0.20, -0.24, 0.14, 0.09, 0.07, 0.14, 0.11, 0.12, 0.07, 0.07, 0.10, 0.11, 0.10